No. 1
This record from the Open Molecules 2025 dataset describes an isolated ion of composition C6H15N2 and charge +1. The level of theory is ωB97M-V/def2-TZVPD.

Net charge: +1
SMILES: CC(C)(C)C(=[NH2+])CN
E_LUMO: -4.3 eV

Last column: Mulliken charge in e.
Geometry (Å):
C1 1.638 0.534 0.235  -0.615
C2 0.546 -0.393 -0.080  0.246
C3 -1.614 -0.639 1.216  -1.278
C4 -1.434 -0.435 -1.228  -1.772
C5 -1.058 1.518 0.104  -1.741
C6 -0.822 0.044 0.094  1.357
N1 0.943 -1.562 -0.617  -0.283
N2 3.108 0.132 0.272  -0.680
H1 1.554 1.134 -0.611  0.453
H2 1.351 1.093 1.093  0.352
H3 -1.703 -1.682 1.022  0.400
H4 -2.548 -0.212 0.958  0.446
H5 -1.057 -0.449 2.169  0.335
H6 -1.049 -0.007 -2.101  0.416
H7 -1.540 -1.466 -1.265  0.508
H8 -2.522 -0.077 -1.251  0.444
H9 -0.399 2.096 -0.604  0.386
H10 -0.653 1.993 0.960  0.499
H11 -2.097 1.630 -0.134  0.437
H12 1.964 -1.665 -0.857  0.338
H13 0.321 -2.352 -0.657  0.254
H14 3.709 0.892 0.086  0.253
H15 3.360 -0.127 1.198  0.246

=====

No. 2
This record from the Open Molecules 2025 dataset describes C17H14N4O5RuSi as an isolated structure. The level of theory is ωB97M-V/def2-TZVPD.

Expectation value of S²: 0.814
Net charge: -1
Spin multiplicity: 2
E_LUMO (spin up / spin down): 1.6 / 1.8 eV

Last column: Mulliken charge in e.
Geometry (Å):
Ru1 0.733 0.318 -0.331  0.672
O1 0.885 6.359 -0.688  -0.523
C1 0.790 5.011 -0.690  1.111
C2 -0.437 4.360 -0.655  -0.306
C3 -0.418 2.988 -0.630  -0.244
N1 0.733 2.336 -0.648  -0.389
C4 1.900 2.925 -0.721  0.107
C5 1.986 4.284 -0.741  -0.420
C6 3.057 1.917 -0.797  0.462
O2 4.188 2.316 -0.922  -0.671
O3 2.683 0.663 -0.769  -0.552
C7 -1.616 2.031 -0.597  0.447
O4 -2.733 2.496 -0.670  -0.676
O5 -1.288 0.766 -0.537  -0.574
H1 0.003 6.739 -0.602  0.293
H2 -1.383 4.891 -0.650  0.437
H3 2.952 4.771 -0.786  0.547
C8 1.158 -2.546 -2.422  -1.228
Si1 0.735 -2.047 -0.668  0.867
C9 1.989 -2.831 0.483  -1.269
C10 -0.963 -2.753 -0.245  0.362
C11 -1.663 -3.618 -1.091  -0.150
C12 -2.929 -4.090 -0.759  -0.567
C13 -3.521 -3.703 0.435  -0.367
C14 -2.841 -2.845 1.294  -0.815
C15 -1.581 -2.374 0.952  -0.214
H4 1.232 -3.637 -2.500  0.343
H5 2.123 -2.114 -2.703  0.301
H6 0.406 -2.198 -3.138  0.314
H7 2.036 -3.921 0.363  0.392
H8 1.731 -2.599 1.517  0.294
H9 2.980 -2.411 0.283  0.314
H10 -1.215 -3.929 -2.031  0.255
H11 -3.457 -4.756 -1.433  0.354
H12 -4.512 -4.060 0.694  0.350
H13 -3.302 -2.531 2.223  0.378
H14 -1.069 -1.688 1.620  0.216
N2 -0.994 2.314 5.381  -0.562
C16 -0.361 1.633 4.684  0.453
N3 0.380 0.825 3.981  -0.662
C17 0.635 0.550 2.784  0.594
N4 0.968 0.160 1.729  -0.673

=====

No. 3
This record from the Open Molecules 2025 dataset describes a 16-piece molecular cluster, C4H40NO16 overall. The level of theory is ωB97M-V/def2-TZVPD.

Net charge: -1
E_LUMO: 2.5 eV

Last column: Mulliken charge in e.
Geometry (Å):
C1 -1.279 -0.091 -1.419  -0.655
N1 -0.211 -0.675 -0.538  1.161
C2 -0.977 -0.935 0.733  -1.990
C3 1.035 0.067 -0.234  0.292
C4 1.346 0.436 1.306  -0.587
O1 0.396 1.154 1.937  -0.490
H1 -1.813 0.724 -0.973  -0.174
H2 -2.088 -0.831 -1.443  -0.077
H3 -0.916 0.211 -2.422  0.654
H4 -0.218 -1.184 1.509  0.299
H5 -1.748 -1.658 0.580  0.450
H6 -1.535 -0.087 1.083  0.854
H7 1.818 -0.621 -0.588  0.368
H8 1.196 0.942 -0.834  -0.726
H9 2.191 1.159 1.157  0.343
H10 1.661 -0.308 2.030  0.342
H11 0.477 2.496 1.332  0.224
H12 1.203 3.787 1.453  0.191
O2 0.544 3.402 0.844  -0.735
H13 -2.301 2.127 -1.978  0.435
H14 -3.603 2.282 -1.285  0.336
O3 -3.235 2.172 -2.192  -0.637
H15 -2.212 -0.362 4.248  0.369
H16 -1.943 -1.018 3.031  0.283
O4 -2.655 -1.014 3.695  -0.700
H17 -1.408 2.002 0.602  0.044
H18 -1.254 3.465 0.426  0.341
O5 -1.963 2.791 0.520  -0.709
H19 0.647 -1.650 -3.825  0.355
H20 -0.213 -0.594 -4.495  0.309
O6 0.688 -0.915 -4.468  -0.633
H21 -0.019 -3.202 0.604  0.187
H22 0.206 -4.689 1.129  0.283
O7 -0.026 -4.124 0.352  -0.624
H23 -1.143 1.212 3.352  0.163
H24 -1.802 2.459 2.945  0.377
O8 -1.418 2.056 3.733  -0.695
H25 0.215 -2.305 -1.697  0.338
H26 -0.414 -3.558 -1.850  0.315
O9 0.380 -3.154 -2.230  -0.739
H27 1.712 -2.066 1.407  0.279
H28 1.095 -1.847 2.786  0.480
O10 1.425 -2.550 2.195  -0.688
H29 -2.656 -2.449 -1.683  0.257
H30 -2.858 -3.584 -0.536  0.336
O11 -3.043 -3.306 -1.425  -0.649
H31 -0.282 4.599 -1.034  0.294
H32 0.914 3.641 -1.083  0.412
O12 0.526 4.401 -1.499  -0.641
H33 0.257 0.094 3.329  0.056
H34 0.672 0.298 4.812  0.358
O13 0.300 -0.373 4.188  -0.667
H35 3.385 1.416 -1.954  0.302
H36 4.628 1.295 -0.740  0.290
O14 4.157 1.133 -1.533  -0.620
H37 1.347 3.031 -3.722  0.334
H38 1.565 1.799 -2.977  0.344
O15 2.036 2.367 -3.585  -0.654
H39 1.943 -3.339 -0.363  0.412
H40 2.488 -3.315 -1.804  0.323
O16 2.780 -3.210 -0.906  -0.698